{
  "formula": "C52H101N3O20S10",
  "method": "wB97M-V/def2-TZVPD",
  "elements": ["C", "C", "C", "S", "O", "O", "C", "H", "H", "H", "H", "H", "H", "H", "H", "C", "C", "C", "S", "O", "O", "C", "H", "H", "H", "H", "H", "H", "H", "H", "C", "C", "C", "S", "O", "O", "C", "H", "H", "H", "H", "H", "H", "H", "H", "C", "C", "C", "S", "O", "O", "C", "H", "H", "H", "H", "H", "H", "H", "H", "C", "C", "C", "S", "O", "O", "C", "H", "H", "H", "H", "H", "H", "H", "H", "C", "C", "C", "S", "O", "O", "C", "H", "H", "H", "H", "H", "H", "H", "H", "C", "C", "C", "S", "O", "O", "C", "H", "H", "H", "H", "H", "H", "H", "H", "C", "C", "C", "S", "O", "O", "C", "H", "H", "H", "H", "H", "H", "H", "H", "C", "C", "C", "S", "O", "O", "C", "H", "H", "H", "H", "H", "H", "H", "H", "C", "C", "C", "S", "O", "O", "C", "H", "H", "H", "H", "H", "H", "H", "H", "C", "C", "C", "C", "N", "H", "H", "H", "H", "H", "H", "H", "C", "C", "C", "C", "N", "H", "H", "H", "H", "H", "H", "H", "C", "C", "C", "C", "N", "H", "H", "H", "H", "H", "H", "H"],
  "positions_angstrom": [[-4.486983, -2.476304, 2.697243], [-4.584835, -3.657539, 1.697365], [-5.615763, -3.391594, 0.557355], [-6.006872, -1.706075, 0.700633], [-7.390804, -1.336415, 0.418689], [-5.016693, -0.904885, 0.080659], [-5.759024, -1.615212, 2.550234], [-3.615997, -1.783265, 2.450602], [-4.355353, -2.932592, 3.689804], [-4.938022, -4.636533, 2.080591], [-3.598916, -3.816623, 1.272964], [-6.532913, -3.981701, 0.637832], [-5.247325, -3.524317, -0.401770], [-6.715288, -1.988800, 2.802362], [-5.579425, -0.586310, 2.837532], [3.886384, -5.904166, 2.617155], [5.152759, -5.147819, 2.300248], [4.924342, -4.305115, 0.947167], [3.165906, -4.084027, 0.904776], [2.596901, -4.955639, -0.138004], [2.728875, -2.677607, 0.926220], [2.801527, -4.846903, 2.550911], [3.818996, -6.398878, 3.568062], [3.685514, -6.618748, 1.856047], [6.053562, -5.832739, 2.238618], [5.388619, -4.448298, 3.108070], [5.248683, -4.832216, -0.013719], [5.395643, -3.342180, 1.061828], [1.820291, -5.191056, 2.610342], [2.910569, -4.018774, 3.313410], [4.146902, -2.144954, -2.910390], [4.635231, -1.048024, -3.809650], [3.550472, -0.654986, -4.737797], [2.105538, -0.744303, -3.759073], [1.097760, -1.566124, -4.450692], [1.729363, 0.561453, -3.239021], [2.822527, -1.674664, -2.328144], [4.884339, -2.400763, -2.145461], [4.018179, -3.086944, -3.412516], [5.511502, -1.412952, -4.388586], [5.049168, -0.197983, -3.251499], [3.391135, -1.310797, -5.593344], [3.586864, 0.357548, -5.086310], [2.184363, -2.485647, -2.189373], [2.821661, -1.002437, -1.498313], [-3.503506, 3.108999, 6.660671], [-2.409760, 2.786519, 5.638082], [-2.586585, 1.271463, 5.363229], [-2.785974, 0.566471, 6.954702], [-1.499194, 0.403104, 7.608347], [-3.594124, -0.633341, 6.765406], [-3.552027, 2.000954, 7.725671], [-4.429021, 3.128953, 6.084441], [-3.367249, 4.047274, 7.135620], [-1.387462, 2.862714, 6.136960], [-2.443388, 3.495052, 4.855137], [-1.746841, 0.686398, 4.969274], [-3.485559, 1.078369, 4.743422], [-2.912461, 2.221870, 8.588638], [-4.577086, 1.767547, 7.973376], [-4.023034, -1.814570, -4.394864], [-2.735699, -1.578459, -5.145268], [-1.880075, -0.837120, -4.175757], [-2.935636, 0.563454, -3.802168], [-3.008071, 1.434005, -4.981449], [-2.590458, 1.132266, -2.520456], [-4.527652, -0.472501, -3.803509], [-3.800799, -2.504541, -3.567017], [-4.810320, -2.282119, -5.052802], [-2.934808, -1.037343, -6.059181], [-2.368905, -2.603121, -5.449482], [-0.877193, -0.418166, -4.452635], [-1.737661, -1.281078, -3.177840], [-5.112313, 0.102963, -4.475210], [-4.973755, -0.534607, -2.805811], [4.992365, 1.964978, 2.665263], [4.204868, 0.825584, 3.311338], [3.781046, -0.090038, 2.122828], [5.273738, -0.232518, 1.166304], [4.986613, -0.091301, -0.214764], [6.016899, -1.367307, 1.689824], [5.988409, 1.301978, 1.708463], [5.514565, 2.545584, 3.408373], [4.291816, 2.661518, 2.198530], [3.312443, 1.064506, 3.854473], [4.821999, 0.273043, 3.984031], [2.996401, 0.383378, 1.530897], [3.480990, -1.121508, 2.312664], [5.998208, 1.822078, 0.762183], [7.005487, 1.229425, 2.151744], [0.238271, -6.168292, -3.761597], [-0.829669, -6.006970, -4.925839], [-2.158477, -5.602956, -4.270304], [-1.758476, -4.983735, -2.639642], [-2.108270, -5.911084, -1.560844], [-2.267271, -3.634097, -2.566222], [-0.005272, -4.948630, -2.928571], [1.249903, -6.178063, -4.157944], [0.109833, -7.109143, -3.231044], [-0.952287, -6.929050, -5.517843], [-0.451923, -5.241471, -5.554039], [-2.734520, -6.478168, -4.106106], [-2.719932, -4.830905, -4.777053], [0.510916, -4.905503, -2.016639], [0.208682, -3.994828, -3.432386], [-0.371845, 3.024876, -3.445838], [-1.616355, 3.858869, -3.807488], [-1.206455, 5.307829, -3.608769], [0.526491, 5.437797, -3.900122], [1.198452, 5.881951, -2.677180], [0.804423, 6.184009, -5.112922], [0.835882, 3.673430, -4.067040], [-0.432000, 1.939227, -3.669766], [-0.210806, 2.967471, -2.372375], [-2.499139, 3.594802, -3.264170], [-1.977233, 3.606201, -4.814337], [-1.408960, 5.733547, -2.678768], [-1.747423, 5.921725, -4.333548], [1.773840, 3.401418, -3.622572], [0.799719, 3.521200, -5.155425], [1.137494, -0.903956, 5.164649], [0.514115, -1.692620, 6.396587], [-0.730464, -2.353026, 5.926501], [-0.231209, -2.980005, 4.286407], [-1.249902, -3.303748, 3.328961], [0.792366, -3.955263, 4.483332], [0.547066, -1.372646, 3.817180], [2.218670, -0.940949, 5.035567], [0.832558, 0.108668, 5.358523], [0.295806, -0.962131, 7.169929], [1.163780, -2.451765, 6.769194], [-1.514087, -1.661139, 5.884675], [-1.090787, -3.158086, 6.505647], [-0.131685, -0.643744, 3.318477], [1.374845, -1.616383, 3.151948], [4.271535, 5.414113, -3.116359], [3.925966, 4.576090, -1.815449], [4.070300, 3.138003, -2.093781], [5.005228, 2.984083, -3.623817], [4.049519, 2.627478, -4.664181], [6.200799, 2.138421, -3.503933], [5.433698, 4.655933, -3.726958], [4.528004, 6.476569, -2.857592], [3.450017, 5.469622, -3.825252], [2.918247, 4.896151, -1.614016], [4.537594, 4.877354, -0.953097], [3.123441, 2.701096, -2.387923], [4.597932, 2.566370, -1.332345], [5.754781, 4.894345, -4.752183], [6.367042, 4.822587, -3.178499], [1.335537, 6.332600, 1.156829], [0.316132, 5.347712, 0.770743], [0.414727, 4.000841, 1.545498], [1.561930, 3.148128, 1.113618], [2.349327, 2.364354, 0.733513], [2.343182, 6.050936, 0.957272], [1.406671, 6.497732, 2.257023], [1.250516, 7.305084, 0.672719], [0.452537, 5.149764, -0.271007], [-0.684979, 5.700586, 0.901080], [-0.440358, 3.321879, 1.357488], [0.426950, 4.215586, 2.619185], [0.130283, -1.025494, 0.008519], [-1.340551, -1.323827, 0.232169], [-2.235508, -0.178875, 0.395806], [-1.845327, 0.638151, 1.505186], [-1.416582, 1.285623, 2.358151], [0.372525, -0.259159, -0.708073], [0.626212, -1.936417, -0.307257], [0.542852, -0.838707, 0.995103], [-1.258793, -1.991081, 1.036256], [-1.814484, -1.878930, -0.549044], [-3.309794, -0.418533, 0.495712], [-2.208842, 0.423227, -0.464789], [-6.445352, 2.799196, -1.131654], [-5.049232, 3.466356, -0.903411], [-3.990590, 2.603009, -0.131579], [-4.395585, 2.346041, 1.272908], [-4.726255, 2.236465, 2.360039], [-6.407764, 2.062162, -1.891631], [-7.149496, 3.530132, -1.491177], [-6.818382, 2.342685, -0.218258], [-5.235053, 4.390979, -0.257700], [-4.634263, 3.908168, -1.843007], [-3.003784, 3.126464, -0.163055], [-3.819765, 1.697383, -0.703712]],
  "forces_ev_per_angstrom": [[-0.3, 0.2, 0.1], [-0.3, -0.7, -0.9], [-0.4, -0.2, 1.5], [-3.0, 1.7, 2.8], [0.9, -0.9, -0.1], [1.5, 0.7, -1.6], [1.5, -0.3, -2.2], [-0.9, -1.2, 0.4], [0.1, 0.6, -0.2], [0.5, 0.8, 0.6], [0.1, -0.2, -0.1], [0.1, 0.2, 0.2], [1.0, -0.3, -1.9], [-0.8, -0.6, 1.2], [-0.4, 0.2, 0.0], [-0.6, 1.0, 0.2], [1.7, -0.3, -0.8], [0.8, -1.5, 0.3], [-2.5, -0.1, 0.2], [0.7, 0.9, 0.8], [0.8, -1.3, -0.2], [1.9, 1.9, -0.4], [0.5, -0.2, 0.5], [-0.2, -0.8, -0.7], [-1.0, 0.8, -0.3], [-0.1, 0.1, -0.2], [-0.5, 0.7, 1.4], [0.1, 0.3, -0.2], [-1.7, -0.5, -0.3], [0.1, -1.0, -0.8], [0.3, 0.0, 1.4], [2.8, -0.3, -0.5], [-0.6, 0.2, -0.9], [-1.4, -0.8, 1.4], [0.7, 0.7, 0.5], [-0.1, -0.2, -0.6], [0.3, 0.6, -2.0], [-0.1, 0.4, 0.2], [-0.3, -0.3, -0.7], [-0.5, 0.2, 0.2], [-0.4, -0.1, 0.1], [0.1, -0.2, 0.1], [0.3, 0.7, -0.2], [-1.3, -1.3, 0.6], [0.4, 0.4, 0.5], [-0.1, -1.0, -0.5], [1.9, -1.3, 2.2], [-0.1, 0.7, -1.1], [-0.4, -1.0, -0.1], [-0.2, 0.2, -0.2], [0.1, 0.9, 0.7], [0.0, 0.0, -0.2], [-0.2, 0.0, 0.3], [0.1, 1.0, 0.3], [-1.1, 0.2, -0.6], [0.0, 0.2, -1.3], [0.0, 0.6, -0.3], [0.4, 0.0, 0.4], [-0.4, -0.1, -0.1], [-0.1, -0.2, 0.4], [-1.8, -0.3, 0.3], [0.2, -2.3, -0.6], [1.4, 1.8, 0.7], [-1.0, -0.8, -1.2], [0.0, -0.6, 1.1], [-0.2, 0.2, 0.2], [1.8, 0.1, 0.4], [-0.3, 0.2, -0.3], [0.7, 0.5, 0.7], [0.3, 0.4, -0.2], [0.1, 1.2, 0.4], [-1.0, -0.5, -0.2], [-0.2, -0.5, -0.5], [-0.8, 0.4, -0.6], [0.2, 0.1, -0.2], [-0.5, 0.0, 0.5], [-0.5, -1.0, -1.3], [0.1, 0.1, 0.5], [-0.4, -0.3, 2.2], [0.0, -0.4, -1.9], [0.0, 0.2, -0.4], [0.5, 0.9, 0.0], [0.3, 0.1, 0.3], [0.2, -0.3, -0.4], [-0.4, 0.7, 0.3], [0.6, -0.5, 0.5], [0.3, 0.0, -0.1], [0.1, 0.2, 0.4], [0.5, 0.5, -0.1], [-0.7, -0.3, -0.5], [-0.5, -0.1, -1.5], [0.5, -1.2, 1.0], [0.7, -0.3, 0.1], [-0.1, -0.1, 1.0], [0.4, 0.7, -1.4], [-0.1, 0.3, 0.4], [-0.3, 0.4, -0.2], [0.0, 0.1, -0.2], [-0.2, 0.1, 0.3], [0.1, 0.4, 0.2], [0.2, 0.8, -0.8], [-0.9, -0.7, 0.1], [-0.1, 0.1, -0.1], [0.6, -0.2, 1.5], [-0.2, -0.3, -0.3], [-0.4, -1.3, 0.7], [0.6, -0.7, -0.3], [-1.2, 0.1, -2.2], [1.4, 0.4, 0.3], [-0.7, -0.1, -0.4], [-0.2, -0.5, 0.4], [-0.9, 0.4, -1.3], [0.0, 0.8, -0.4], [-0.2, 0.4, 0.4], [-0.3, -0.1, 1.0], [0.7, 0.5, -0.1], [-0.2, 0.3, 1.8], [0.4, 0.2, 0.0], [0.4, 0.0, -0.1], [0.5, -0.2, 0.2], [-0.6, -0.2, 0.1], [1.0, 0.7, -0.6], [0.5, -0.7, -1.1], [-0.4, 2.5, -0.8], [-0.9, -0.1, 0.1], [0.8, -0.6, 0.6], [0.1, -0.6, 0.6], [0.0, -0.1, 0.7], [0.2, 0.7, -0.2], [0.0, -0.2, 0.1], [0.8, -0.4, 0.3], [-1.3, 1.0, -0.7], [-0.1, -1.1, 0.7], [0.2, -0.8, 0.5], [-0.3, -0.2, -0.3], [0.7, 0.4, 0.8], [0.0, 2.6, -0.3], [0.2, -1.3, -0.6], [0.7, -2.2, -0.1], [0.4, 0.4, 0.2], [-1.2, 0.9, 0.1], [1.4, 1.6, -0.8], [-0.1, -1.1, -0.2], [-0.2, -0.2, 0.2], [-0.5, -0.3, 0.5], [0.1, 0.1, -0.4], [-0.1, -0.6, 0.4], [-0.3, -0.1, 0.0], [-0.7, -0.1, 0.1], [-0.2, -0.3, 0.4], [1.0, 1.6, 1.9], [-0.1, -1.7, 0.0], [0.1, -0.2, -0.6], [1.2, -1.5, -0.4], [-1.9, 2.3, 0.8], [0.8, -0.8, -0.6], [-0.6, 0.1, -0.5], [-0.4, 0.0, 0.0], [-0.2, -0.2, -0.9], [-0.6, 0.4, 0.2], [0.2, 0.6, 0.1], [0.3, -0.3, -0.1], [-0.1, -0.5, 0.0], [1.0, -0.9, -1.3], [-1.5, 0.6, 1.4], [0.7, 1.0, 0.9], [-0.2, -0.2, -0.1], [0.0, 0.6, -0.2], [0.1, -0.2, -0.1], [0.4, 0.6, -0.1], [-0.8, -0.9, 1.6], [0.2, -0.7, -0.9], [0.8, -0.2, 0.1], [0.3, 0.9, -1.3], [1.3, 0.7, 0.6], [-0.7, 1.5, 1.1], [-0.1, 0.8, -0.7], [0.4, 0.4, -1.7], [-0.3, -0.2, 0.9], [0.2, -1.0, -0.7], [-0.3, 0.4, 0.1], [0.0, 0.0, 0.1], [0.2, -1.1, -0.7], [-0.1, -0.8, 0.6], [-0.7, -0.3, 0.3], [-0.2, -0.3, 0.3]],
  "charge": 0,
  "e_above_lowest_kcal_mol": 1.4,
  "gap_ev": 10.38,
  "lumo_ev": 0.39
}